C55H43OP2PtS | the ωB97M-V functional and the def2-TZVPD basis

Calculated values
Molecular weight = 1009.0 g mol⁻¹
Multiplicity = 1
Total charge = +3
E_LUMO (alpha / beta) = -10.50 / -10.42 eV
HOMO-LUMO gap (alpha / beta) = 4.865 / 5.023 eV

Element x y z (Å)
Pt: 0.849 -0.339 -0.375
O: 3.578 -0.773 0.127
S: 2.533 -1.038 1.124
C: 2.928 -0.103 2.555
C: 3.257 -0.782 3.720
C: 4.025 -0.183 4.727
C: 4.501 1.087 4.510
C: 5.429 1.954 5.320
C: 5.593 3.255 4.487
C: 4.662 3.079 3.314
C: 4.321 3.912 2.283
C: 3.366 3.464 1.353
C: 2.804 2.195 1.389
P: 1.293 1.918 0.452
C: 1.369 2.989 -0.988
C: 0.193 3.576 -1.462
C: 0.217 4.319 -2.633
C: 1.404 4.468 -3.340
C: 2.574 3.875 -2.880
C: 2.559 3.125 -1.714
C: -0.024 2.533 1.509
C: -0.015 3.880 1.876
C: -1.035 4.374 2.670
C: -2.056 3.533 3.103
C: -2.063 2.196 2.738
C: -1.046 1.694 1.938
C: 3.227 1.283 2.382
C: 4.090 1.793 3.360
C: 2.602 -2.705 1.629
C: 3.893 -3.174 1.805
C: 4.145 -4.438 2.355
C: 3.070 -5.200 2.742
C: 3.002 -6.566 3.376
C: 1.485 -6.849 3.562
C: 0.795 -5.637 2.987
C: -0.528 -5.311 2.863
C: -0.859 -4.117 2.200
C: 0.084 -3.228 1.707
P: -0.513 -2.081 0.457
C: -0.753 -3.171 -0.972
C: 0.198 -3.188 -1.990
C: 0.024 -3.997 -3.103
C: -1.098 -4.806 -3.194
C: -2.034 -4.819 -2.163
C: -1.869 -4.006 -1.055
C: -2.117 -1.485 0.959
C: -3.080 -1.225 -0.023
C: -4.364 -0.868 0.357
C: -4.682 -0.753 1.704
C: -3.708 -0.951 2.680
C: -2.421 -1.302 2.312
C: 1.456 -3.488 1.926
C: 1.761 -4.718 2.528
H: 2.960 -1.814 3.843
H: 4.266 -0.744 5.620
H: 6.379 1.450 5.499
H: 5.003 2.152 6.305
H: 6.618 3.380 4.137
H: 5.356 4.149 5.063
H: 4.734 4.909 2.191
H: 3.041 4.164 0.593
H: -0.733 3.464 -0.910
H: -0.691 4.786 -2.992
H: 1.418 5.046 -4.256
H: 3.499 4.003 -3.428
H: 3.473 2.661 -1.359
H: 0.775 4.542 1.542
H: -1.037 5.420 2.948
H: -2.849 3.928 3.726
H: -2.864 1.546 3.066
H: -1.057 0.659 1.637
H: 4.723 -2.536 1.520
H: 5.165 -4.777 2.484
H: 3.546 -6.592 4.320
H: 3.479 -7.305 2.731
H: 1.217 -6.986 4.609
H: 1.171 -7.756 3.047
H: -1.314 -5.962 3.225
H: -1.911 -3.902 2.055
H: 1.093 -2.589 -1.902
H: 0.764 -3.997 -3.893
H: -1.245 -5.437 -4.061
H: -2.901 -5.464 -2.227
H: -2.614 -4.025 -0.267
H: -2.830 -1.315 -1.073
H: -5.121 -0.697 -0.398
H: -5.693 -0.502 1.998
H: -3.961 -0.850 3.728
H: -1.663 -1.456 3.072
C: 1.524 0.287 -2.419
C: 1.757 -0.692 -3.408
C: 2.912 -1.522 -3.330
C: 3.239 -2.343 -4.375
C: 2.428 -2.361 -5.522
C: 1.267 -1.580 -5.602
C: 0.915 -0.775 -4.551
H: 0.794 1.058 -2.650
H: 2.430 0.641 -1.927
H: 3.532 -1.477 -2.440
H: 4.127 -2.960 -4.332
H: 2.704 -2.990 -6.360
H: 0.660 -1.605 -6.498
H: 0.022 -0.163 -4.601

Here are the Löwdin charges for atoms 1 to 2, given in e:
1. Pt 0.74
2. O -0.39